A molecular structure, C30H45F4FeO30. Source: the Open Molecules 2025 dataset; level of theory: ωB97M-V/def2-TZVPD.

The geometry in ORCA input format:
```
! wB97M-V def2-TZVPD RIJCOSX def2/J DEFGRID3
* xyz 0 6
Fe 20.04 0.38 33.95
C 23.92 0.67 33.23
C 22.42 0.65 33.33
O 21.64 -0.01 32.61
O 21.84 1.21 34.32
H 24.24 0.71 32.20
H 24.42 -0.16 33.72
H 24.19 1.58 33.77
C 18.69 -3.47 33.94
C 19.30 -2.10 33.89
O 20.14 -1.67 34.69
O 18.90 -1.18 33.12
H 17.62 -3.37 33.78
H 18.80 -3.95 34.90
H 19.23 -3.95 33.12
C 17.32 3.17 32.77
C 18.29 2.12 33.22
O 18.19 1.48 34.30
O 19.28 1.71 32.57
H 17.79 3.98 32.22
H 16.96 3.71 33.65
H 16.51 2.70 32.22
C 16.55 -0.85 30.99
C 15.30 -0.06 31.28
O 14.36 -0.82 30.55
C 14.99 -1.25 29.44
O 14.44 -1.73 28.50
O 16.32 -1.11 29.60
F 15.34 1.20 30.72
H 16.59 -1.76 31.59
H 17.47 -0.28 31.14
H 15.05 0.06 32.33
C 18.10 -3.43 27.94
C 16.90 -4.35 27.99
O 17.17 -5.24 29.07
C 18.13 -4.70 29.86
O 18.40 -5.07 30.95
O 18.60 -3.60 29.27
F 16.71 -5.05 26.85
H 17.82 -2.40 27.75
H 18.93 -3.81 27.33
H 16.05 -3.70 28.19
C 21.19 -2.66 31.05
C 21.87 -2.35 29.74
O 23.21 -2.19 30.07
C 23.41 -2.33 31.38
O 24.44 -2.13 31.94
O 22.26 -2.68 32.01
F 21.45 -1.19 29.15
H 20.66 -3.61 31.00
H 20.40 -1.92 31.18
H 21.79 -3.18 29.03
C 15.21 -1.19 36.58
C 16.21 -0.54 35.61
O 15.86 -1.11 34.39
C 14.70 -1.79 34.45
O 14.12 -2.27 33.54
O 14.29 -1.90 35.75
F 17.48 -0.87 35.96
H 14.58 -0.54 37.19
H 15.67 -1.93 37.23
H 16.13 0.54 35.66
C 18.23 -8.44 37.87
O 17.06 -7.61 37.77
C 16.91 -6.77 36.76
O 17.54 -6.74 35.73
O 15.94 -5.93 37.11
C 15.45 -4.88 36.30
H 18.23 -8.90 38.86
H 19.07 -7.76 37.85
H 18.16 -9.24 37.13
H 14.42 -4.69 36.57
H 15.61 -4.98 35.22
H 16.09 -4.02 36.53
C 18.39 1.83 38.00
O 19.68 1.37 38.36
C 20.41 0.91 37.35
O 20.04 0.73 36.22
O 21.61 0.67 37.81
C 22.43 -0.33 37.18
H 18.42 2.72 37.38
H 17.74 2.09 38.84
H 17.81 1.00 37.60
H 23.41 -0.34 37.64
H 22.53 -0.13 36.12
H 21.98 -1.30 37.38
C 21.98 -5.73 32.65
O 21.62 -6.78 31.73
C 21.63 -6.44 30.44
O 21.99 -5.40 29.94
O 21.18 -7.52 29.79
C 21.42 -7.53 28.40
H 21.27 -4.96 32.93
H 22.90 -5.23 32.35
H 22.17 -6.28 33.57
H 21.88 -8.46 28.06
H 22.14 -6.77 28.11
H 20.53 -7.52 27.77
C 21.13 -5.38 36.13
O 22.15 -4.78 35.37
C 23.13 -4.07 35.89
O 23.20 -3.69 37.02
O 23.97 -3.77 34.91
C 25.12 -2.99 35.17
H 20.28 -4.69 36.16
H 21.40 -5.60 37.16
H 20.76 -6.28 35.63
H 26.00 -3.64 35.22
H 25.09 -2.48 36.13
H 25.40 -2.31 34.37
*
```

Summary:
Relative energy (zero: lowest compared OMol25 entry of this formula, charge and spin), kcal/mol: 8.30
LUMO energy (alpha / beta), eV: 0.11 / -1.15
Max |F|, eV/A: 2.9
Frontier orbital gap (alpha / beta), eV: 10.19 / 9.00
⟨S²⟩: 8.756